Entry 1:
Computed, not measured: a cluster of 4 separate species, C45H65BrF3N4O5 in total, with ωB97M-V with the def2-TZVPD basis set.

```
! wB97M-V def2-TZVPD RIJCOSX def2/J DEFGRID3
* xyz 1 1
C 10.4477 0.3615 -1.9998
C 9.6065 -0.5206 -2.9273
C 8.7658 -1.5581 -2.1748
C 7.5838 -2.1102 -2.9809
C 6.5299 -2.7720 -2.0777
C 5.5800 -1.7324 -1.4599
C 4.3185 -1.4790 -2.3087
C 3.0820 -2.2862 -1.8634
C 1.8879 -1.4305 -1.4118
C 1.3748 -0.5531 -2.5492
N -0.0305 -0.1068 -2.3613
C -1.0457 -1.1826 -2.6101
C -1.7950 -1.2059 -1.2956
C -3.1333 -1.9399 -1.1222
C -3.6497 -2.6757 -2.3507
C -5.1067 -2.5084 -2.6680
N -2.8212 -3.4019 -2.9730
N -1.8097 0.2566 -0.9409
O -2.4885 1.0281 -1.9452
C -3.8488 1.3019 -1.5780
C -4.3934 2.4619 -2.4430
C -3.5152 2.8181 -3.6357
O -5.7210 2.1158 -2.8469
C -0.4594 0.5683 -1.2843
N 0.1696 1.5065 -0.5964
C 1.4840 2.0622 -0.9739
C 1.3788 2.9153 -2.2412
C 2.7425 3.4691 -2.7027
C 3.8503 2.4880 -2.4304
O 4.1132 1.5643 -3.1289
O 4.4459 2.7267 -1.2651
C 5.5327 1.8434 -0.8912
C 6.8058 2.1466 -1.6578
C -0.4587 2.1507 0.5624
C -1.0907 3.4834 0.1710
O -1.9793 3.6088 -0.5442
Br -0.2466 4.9898 1.0096
H 11.3057 -0.1867 -1.5996
H 9.8530 0.7009 -1.1425
H 10.8272 1.2446 -2.5205
H 10.2816 -1.0358 -3.6208
H 8.9336 0.1142 -3.5168
H 9.4032 -2.3951 -1.8625
H 8.3807 -1.0909 -1.2554
H 7.1155 -1.2734 -3.5190
H 7.9432 -2.8260 -3.7276
H 7.0505 -3.3033 -1.2707
H 5.9621 -3.5223 -2.6394
H 6.1342 -0.7912 -1.3543
H 5.2936 -2.0332 -0.4438
H 4.5575 -1.7781 -3.3362
H 4.0985 -0.4078 -2.3335
H 2.7265 -2.9082 -2.6957
H 3.3424 -2.9864 -1.0618
H 1.0999 -2.1234 -1.0858
H 2.1837 -0.8057 -0.5579
H 2.0137 0.3138 -2.7146
H 1.3777 -1.0995 -3.4971
H -1.6879 -0.9003 -3.4468
H -0.5801 -2.1314 -2.8692
H -1.0961 -1.5893 -0.5379
H -3.8902 -1.2490 -0.7493
H -3.0014 -2.6854 -0.3311
H -5.4200 -3.2061 -3.4472
H -5.3185 -1.4775 -2.9726
H -5.6957 -2.6988 -1.7636
H -3.2620 -3.8764 -3.7624
H -3.8737 1.5511 -0.5132
H -4.4768 0.4279 -1.7695
H -4.5196 3.3420 -1.8076
H -2.7003 3.4877 -3.3509
H -4.1320 3.3606 -4.3604
H -3.1024 1.9316 -4.1242
H -5.6920 1.7549 -3.7436
H 1.8037 2.6807 -0.1306
H 2.2132 1.2599 -1.0648
H 0.9019 2.3336 -3.0354
H 0.7173 3.7617 -2.0257
H 2.7117 3.6320 -3.7826
H 2.9565 4.4272 -2.2247
H 5.2101 0.8095 -1.0279
H 5.6626 2.0273 0.1767
H 7.5228 1.3331 -1.5099
H 7.2601 3.0777 -1.3103
H 6.6106 2.2243 -2.7292
H -1.2489 1.5175 0.9740
H 0.3057 2.2947 1.3209
F -7.1550 -3.6520 -0.3257
C -7.2441 -4.9812 -0.0643
C -6.8480 -5.8738 -1.0381
C -6.9392 -7.2309 -0.7603
C -7.4211 -7.6655 0.4665
C -7.8136 -6.7398 1.4238
C -7.7260 -5.3791 1.1647
H -6.4843 -5.5121 -1.9905
H -6.6341 -7.9499 -1.5090
H -7.4932 -8.7241 0.6752
H -8.1942 -7.0758 2.3791
H -8.0248 -4.6386 1.8939
F 1.4532 1.7657 3.0768
C 0.6162 2.0450 4.1192
C 0.2436 3.3563 4.3280
C -0.6134 3.6325 5.3850
C -1.0694 2.6102 6.2070
C -0.6700 1.3017 5.9669
C 0.1809 1.0039 4.9106
H 0.6212 4.1338 3.6788
H -0.9230 4.6531 5.5676
H -1.7302 2.8326 7.0320
H -1.0181 0.5040 6.6099
H 0.5074 -0.0071 4.7073
F -3.2359 3.2129 8.5879
C -4.5444 2.8672 8.6661
C -5.1866 2.4540 7.5172
C -6.5259 2.1002 7.6059
C -7.1914 2.1670 8.8221
C -6.5151 2.5885 9.9589
C -5.1752 2.9434 9.8900
H -4.6465 2.4156 6.5807
H -7.0505 1.7716 6.7184
H -8.2355 1.8920 8.8840
H -7.0315 2.6444 10.9079
H -4.6256 3.2719 10.7612
*
```

The LUMO energy comes out at -2.53 eV. Its orbital gap is 8.2 eV. The calculated total energy comes out at -5222.2574 hartree. As for the HOMO energy: -10.768 eV. As for the molecular weight: 878.94 Da.



Entry 2:
Computed, not measured: a structure of composition C45H65ClN3O8TaTe, with ωB97M-V with the def2-TZVPD basis set.

```
! wB97M-V def2-TZVPD RIJCOSX def2/J DEFGRID3
* xyz 1 2
Ta -0.7047 0.2226 -0.1079
C 1.7518 -1.5695 -2.6940
C 1.7912 -2.4746 -1.6815
C 0.3791 -2.7789 -1.3491
C -0.4453 -1.8685 -2.0952
C 0.3870 -1.2371 -3.0344
C 0.0461 -0.7033 -4.4066
C 0.3344 -1.8737 -5.3722
C -1.4172 -0.3092 -4.5940
C 0.9667 0.4691 -4.7696
C -0.2068 -4.0265 -0.6935
C -1.7085 -4.1326 -1.0055
C -0.0412 -4.0667 0.8430
C 0.4546 -5.2693 -1.3050
C 3.1395 -2.9437 -1.1214
C 3.0802 -3.5536 0.2796
C 4.0817 -1.7262 -1.0328
C 3.7783 -3.9505 -2.0907
H 2.6125 -1.1461 -3.1876
H -1.5136 -1.9537 -2.2064
H -0.3456 -2.7067 -5.1849
H 1.3573 -2.2359 -5.2685
H 0.1903 -1.5358 -6.4005
H -2.0993 -1.0882 -4.2484
H -1.6097 -0.1499 -5.6565
H -1.6614 0.6123 -4.0784
H 1.9916 0.1335 -4.9329
H 0.9815 1.2255 -3.9852
H 0.6251 0.9368 -5.6951
H -2.2710 -3.3047 -0.5767
H -2.0896 -5.0637 -0.5829
H -1.8947 -4.1569 -2.0800
H -0.2065 -3.0938 1.2957
H 0.9443 -4.4078 1.1465
H -0.7693 -4.7664 1.2587
H 0.2827 -5.3091 -2.3828
H 0.0149 -6.1633 -0.8582
H 1.5262 -5.3019 -1.1334
H 2.5601 -2.8964 0.9808
H 4.0985 -3.6942 0.6457
H 2.6020 -4.5292 0.2951
H 3.6104 -0.9027 -0.4949
H 4.3789 -1.3651 -2.0172
H 4.9919 -2.0098 -0.5022
H 3.1784 -4.8550 -2.1943
H 4.7680 -4.2395 -1.7305
H 3.8910 -3.5095 -3.0822
O 2.3552 3.5212 2.5613
Cl 1.4323 1.1878 0.9059
O 0.8414 0.7341 2.2869
O 1.2370 -0.1094 -0.0642
O -1.3639 1.4691 1.0493
C -0.7445 5.0286 -4.5910
C -0.6327 3.6741 -3.8987
C -1.5654 3.4468 -2.6784
C -1.5265 4.6558 -1.7145
C -2.3827 4.4970 -0.4636
C -3.0034 3.2564 -3.1340
O -3.5551 4.0225 -3.8825
N -3.7045 2.1868 -2.6017
C -3.2181 1.1771 -1.7946
O -3.9376 0.3512 -1.2998
N -1.8307 1.1757 -1.6228
C -1.0520 2.2454 -1.9190
O 0.1197 2.1668 -1.5067
H -0.1392 5.0104 -5.4976
H -0.3618 5.8336 -3.9638
H -1.7688 5.2595 -4.8724
H 0.3860 3.5353 -3.5350
H -0.8228 2.8802 -4.6234
H -1.8552 5.5229 -2.2854
H -0.4805 4.8084 -1.4402
H -3.4413 4.3864 -0.7097
H -2.2842 5.3797 0.1681
H -2.0751 3.6356 0.1359
H -4.6877 2.1345 -2.8351
C -3.3235 -2.3220 2.0128
C -2.0553 -1.5666 1.7904
O -1.3889 -1.2151 2.8144
N -1.6530 -1.2095 0.5809
Te -1.2911 1.1470 3.1600
C -0.1500 0.6375 4.9236
C -0.6813 1.3118 6.0364
C -1.9756 2.1011 6.0308
C -0.0082 1.2339 7.2514
C 1.1570 0.5019 7.4004
C 1.8931 0.4528 8.7101
C 1.5943 -0.2353 6.3093
C 0.9575 -0.2150 5.0726
C 1.4888 -1.2011 4.0533
C -0.9314 3.2664 3.3136
C -2.1357 3.9631 3.1107
C -3.4587 3.2898 2.8227
C -2.1420 5.3504 3.1874
C -0.9947 6.0881 3.4173
C -1.0223 7.5905 3.4597
C 0.1884 5.3884 3.5920
C 0.2502 3.9999 3.5554
C 1.6292 3.4539 3.7972
H -3.2482 -2.9164 2.9200
H -3.5833 -2.9402 1.1575
H -4.1181 -1.5828 2.1486
H -2.7913 1.5674 5.5340
H -1.8695 3.0822 5.5676
H -2.3006 2.2661 7.0561
H -0.4222 1.7582 8.1055
H 1.4092 1.0752 9.4608
H 2.9201 0.8005 8.5904
H 1.9380 -0.5679 9.0924
H 2.4559 -0.8850 6.4244
H 1.8272 -2.0919 4.5817
H 2.3457 -0.7996 3.5104
H 0.7346 -1.5003 3.3348
H -3.3896 2.5475 2.0255
H -4.1864 4.0325 2.5015
H -3.8663 2.7981 3.7094
H -3.0844 5.8704 3.0533
H -2.0412 7.9685 3.5234
H -0.5650 8.0080 2.5607
H -0.4622 7.9683 4.3151
H 1.1055 5.9391 3.7738
H 2.1336 4.0906 4.5249
H 3.2992 3.5661 2.7584
H 1.6152 2.4409 4.1879
*
```

The LUMO energy (spin up / spin down) comes out at -3.83 / -3.83 eV. Its orbital gap (spin up / spin down) is 6.5 / 6.9 eV. The expectation value of S² is 0.76. The calculated total energy comes out at -3304.8535 hartree. As for the HOMO energy (spin up / spin down): -10.307 / -10.727 eV. As for the energy relative to the best compared isomer or geometry (same formula, charge and spin): 0.0 kcal per mole. As for the molecular weight: 1120.03 Da.



Entry 3:
Computed, not measured: a structure of composition C45H66F9IO33Si2, with ωB97M-V with the def2-TZVPD basis set.

```
! wB97M-V def2-TZVPD RIJCOSX def2/J DEFGRID3
* xyz 0 1
C 2.3839 -1.2215 1.9946
C 1.9120 -1.1284 0.5412
C 0.8771 -0.0050 0.3103
C -0.3414 -0.4399 -0.5378
Si -1.9917 -0.1616 0.2478
C -2.2065 -1.3243 1.7039
C -1.6265 -0.8850 3.0680
C -1.7344 0.5900 3.4092
O -1.4453 0.7823 4.8003
O -3.1600 -0.3904 -0.9058
Si -4.7780 -0.0456 -0.8116
C -5.1147 1.7855 -0.6789
C -4.6375 2.5331 0.5571
O -5.6298 3.4855 1.0097
C -5.0865 4.6131 1.5087
O -4.7900 4.7963 2.6687
C -5.4399 -0.5965 -2.4854
O -6.6492 0.0789 -2.8167
C -7.7276 -0.6992 -3.2799
C -9.0058 -0.5223 -2.4577
O -9.0793 0.7985 -1.9770
C -10.4049 1.2464 -1.7651
C -10.3694 2.6896 -1.2912
C -5.5852 -1.1478 0.4910
C -5.7961 -0.7150 1.9418
C -6.0200 -1.8915 2.8873
I -7.5224 0.5337 2.0435
H 3.3477 -1.7254 2.0714
H 2.4712 -0.2339 2.4509
H 1.6820 -1.8162 2.5860
H 1.4987 -2.0982 0.2487
H 2.7781 -0.9571 -0.1073
H 1.3849 0.7827 -0.2553
H 0.5915 0.4568 1.2607
H -0.2775 -1.5162 -0.7486
H -0.3455 0.0479 -1.5186
H -2.0626 1.2534 0.6962
H -3.2498 -1.6025 1.8608
H -1.6945 -2.2437 1.3965
H -2.1699 -1.4114 3.8600
H -0.5785 -1.1873 3.1482
H -1.0134 1.1845 2.8399
H -2.7325 0.9734 3.1701
H -2.1474 1.3055 5.1930
H -4.6852 2.2594 -1.5687
H -6.2037 1.8817 -0.7642
H -3.7169 3.0766 0.3171
H -4.3959 1.8883 1.4061
H -4.9664 5.3900 0.7387
H -5.5673 -1.6856 -2.4778
H -4.6936 -0.3558 -3.2528
H -7.9452 -0.4039 -4.3127
H -7.4353 -1.7543 -3.2954
H -9.0725 -1.2501 -1.6357
H -9.8588 -0.7012 -3.1258
H -10.9128 0.6020 -1.0356
H -10.9650 1.1672 -2.7068
H -10.3891 2.7759 -0.2065
H -9.4610 3.1735 -1.6607
H -11.2352 3.2374 -1.6726
H -6.5521 -1.4536 0.0722
H -4.9580 -2.0485 0.5106
H -4.9478 -0.1434 2.3232
H -6.9495 -2.4131 2.6546
H -6.0452 -1.5660 3.9296
H -5.1845 -2.5966 2.7872
C 6.4883 -1.9445 -0.9741
C 5.8911 -1.9582 0.4147
O 4.7968 -2.8617 0.2611
C 5.0979 -3.7126 -0.7486
O 4.4975 -4.7162 -0.9868
O 6.1484 -3.2642 -1.4430
F 5.4152 -0.7379 0.7835
H 6.0008 -1.2007 -1.6055
H 7.5617 -1.7962 -0.9864
H 6.5511 -2.3364 1.1905
C -8.2897 6.7119 1.9571
C -9.2538 5.8889 1.1244
O -10.2859 6.8177 0.8626
C -9.7637 8.0764 0.9154
O -10.3047 9.0501 0.5259
O -8.5305 8.0346 1.4712
F -9.7495 4.8334 1.8090
H -8.5577 6.6532 3.0125
H -7.2463 6.4433 1.8295
H -8.8489 5.5288 0.1766
C 6.9781 1.7713 -0.1192
C 7.4683 3.1365 -0.5573
O 8.7224 2.8360 -1.1428
C 8.6948 1.5533 -1.5896
O 9.4837 1.0641 -2.3198
O 7.6148 0.9156 -1.0791
F 7.6402 3.9836 0.4819
H 7.3453 1.5373 0.8805
H 5.9008 1.6505 -0.1588
H 6.8365 3.6274 -1.2992
C 5.8869 7.3363 1.1995
C 5.2094 7.3705 2.5580
O 4.1762 6.4148 2.4022
C 4.5533 5.5234 1.4475
O 4.0290 4.4839 1.2387
O 5.6266 5.9945 0.7805
F 4.6710 8.5771 2.8467
H 5.4023 8.0348 0.5162
H 6.9560 7.5204 1.2292
H 5.8454 7.0672 3.3910
C 7.8457 -7.3599 0.2371
C 6.4323 -6.8385 0.4245
O 6.6640 -5.5642 0.9970
C 7.8705 -5.1279 0.5692
O 8.1820 -3.9831 0.6073
O 8.5839 -6.1358 0.0542
F 5.7023 -7.5902 1.2772
H 8.1857 -7.8617 1.1433
H 7.9669 -8.0059 -0.6257
H 5.8745 -6.7037 -0.4993
C 2.5907 -1.8401 -3.9424
C 1.5521 -0.7349 -4.0479
O 2.1413 0.2949 -3.2706
C 3.4815 0.1261 -3.2656
O 4.2584 0.9457 -2.9073
O 3.7986 -1.0871 -3.7582
F 0.3634 -1.0610 -3.4986
H 2.4017 -2.4487 -3.0565
H 2.6706 -2.4682 -4.8236
H 1.3774 -0.3575 -5.0560
C 5.9244 2.5270 -5.3367
C 5.7233 1.7510 -6.6230
O 6.2897 2.6095 -7.5875
C 7.2289 3.3897 -6.9746
O 8.0280 4.0493 -7.5384
O 7.1034 3.2800 -5.6334
F 4.4105 1.5453 -6.9121
H 5.0876 3.2073 -5.1703
H 6.0695 1.8990 -4.4639
H 6.2346 0.7877 -6.6583
C 2.5089 -6.6844 -3.0148
C 2.4762 -6.9357 -1.5174
O 3.4882 -7.9212 -1.3671
C 4.3797 -7.7733 -2.3775
O 5.4660 -8.2496 -2.3966
O 3.8732 -6.9730 -3.3357
F 1.2905 -7.4416 -1.1025
H 1.8549 -7.3896 -3.5296
H 2.2666 -5.6655 -3.2984
H 2.7310 -6.0722 -0.9028
C -0.9980 -2.0811 6.6255
C -1.2047 -2.3351 8.1056
O -0.7060 -3.6485 8.2595
C 0.2134 -3.8809 7.2794
O 0.9670 -4.7895 7.2616
O 0.1344 -2.9098 6.3424
F -2.5111 -2.3016 8.4674
H -1.8598 -2.4388 6.0600
H -0.7958 -1.0457 6.3683
H -0.6489 -1.6663 8.7648
*
```

The LUMO energy comes out at -0.06 eV. Its orbital gap is 9.4 eV. The calculated total energy comes out at -6012.9056 hartree. As for the HOMO energy: -9.453 eV. As for the molecular weight: 1489.05 Da.



Q: The lowest molecular weight belongs to which entry?
A: C45H65BrF3N4O5